1.
Entry from the Open Molecules 2025 dataset: a molecular structure, C55H71BBrCl4FLiN6NaO11 at a distorted geometry (ωB97M-V/def2-TZVPD).

```
152
Properties=species:S:1:pos:R:3:mulliken_charge:R:1
C 3.473 -0.786 1.130 -0.7781
C 2.781 -0.980 -0.345 -0.1931
B 3.008 0.273 -1.385 0.4500
O 4.119 0.119 -2.386 -0.6003
C 2.107 1.686 -1.386 0.4398
C 2.904 3.079 -1.025 -0.3328
C 4.497 3.227 -0.670 -0.6850
C 4.832 3.543 0.906 -0.0288
C 6.319 4.291 1.063 -0.2301
C 6.126 5.885 0.734 -0.2617
O 7.238 6.748 1.163 -0.2400
C 7.028 8.138 0.641 0.5586
C 5.577 8.698 0.082 -0.6318
O 8.055 9.032 0.608 -0.5550
C 2.019 4.499 -1.019 -0.5924
Cl 2.932 6.088 -0.552 -0.0548
C 0.402 4.558 -1.402 1.0480
C -0.379 3.137 -1.812 -0.7792
C 0.480 1.705 -1.775 0.6571
C -0.287 0.297 -2.146 0.6821
C -0.364 0.212 -3.797 0.5170
O -1.507 -0.310 -4.314 -0.5314
F 0.714 0.719 -4.682 -0.2071
C -1.965 3.259 -2.231 0.8359
O -2.641 2.331 -2.965 -0.7901
C -2.888 4.593 -1.824 0.4846
C -4.526 4.565 -1.867 -0.9066
C -5.256 4.178 -0.451 -0.4229
C -4.356 3.263 0.569 -0.5474
O -3.964 1.945 0.046 -0.4398
C -2.154 5.835 -1.459 0.2084
C -2.985 7.236 -1.080 -0.3895
Cl -3.786 7.555 0.560 -0.1156
C -3.031 8.250 -2.208 0.3024
C -2.272 7.995 -3.676 -0.6599
Cl -3.958 9.849 -1.984 -0.2449
C -0.487 5.938 -1.446 0.1206
O 0.010 7.191 -1.516 -0.6739
H 3.478 0.358 1.403 0.1719
H 2.813 -1.389 1.919 0.2838
H 4.542 -1.287 1.164 0.2671
H 1.656 -1.268 -0.170 -0.0331
H 3.290 -1.938 -0.837 0.2270
H 4.840 -0.486 -2.002 0.3030
H 4.892 4.170 -1.285 0.2386
H 5.170 2.329 -1.002 0.2778
H 4.028 4.228 1.426 0.1969
H 4.924 2.564 1.580 0.1923
H 7.123 3.871 0.324 0.1556
H 6.761 4.179 2.157 0.1038
H 5.160 6.238 1.334 0.1761
H 5.969 5.972 -0.445 0.2020
H 4.681 8.499 0.846 0.2169
H 5.615 9.831 -0.259 0.2975
H 5.288 8.087 -0.897 0.1640
H -1.403 0.392 -1.732 -1.4121
H 0.159 -0.657 -1.637 0.4419
H -4.954 5.620 -2.220 0.2458
H -4.842 3.786 -2.683 0.3806
H -5.638 5.145 0.095 0.2615
H -6.236 3.559 -0.732 0.2005
H -3.451 3.908 0.986 0.2694
H -5.047 3.050 1.519 0.3881
H -3.549 1.383 0.793 0.3723
H -2.443 6.884 -4.045 0.3603
H -2.731 8.758 -4.468 -0.0160
H -1.114 8.280 -3.625 0.2823
Na -4.036 9.376 -4.975 0.9108
C 11.802 2.630 2.966 -1.2068
C 10.886 2.499 4.180 0.2682
C 9.534 3.230 4.014 -0.0804
O 9.609 4.649 4.177 -0.4276
C 10.033 5.351 3.018 -0.5684
N 11.607 2.964 5.375 -0.7409
H 12.273 3.615 2.897 0.2753
H 12.613 1.894 3.020 0.3748
H 11.252 2.449 2.037 0.1182
H 10.669 1.431 4.304 0.4345
H 8.863 2.879 4.808 0.3421
H 9.050 2.972 3.064 -0.1343
H 9.674 4.883 2.097 0.2063
H 11.121 5.432 3.008 0.2508
H 9.628 6.367 3.070 0.2786
H 11.026 2.786 6.194 0.2784
H 11.646 3.986 5.326 0.3242
Cl -0.436 2.690 0.319 -0.3048
Li -2.836 -0.285 -0.840 0.8385
Br -0.736 3.632 -4.084 -0.2789
N -9.806 2.181 0.990 -0.0129
C -10.603 3.154 1.533 -0.4478
C -9.792 4.042 2.205 -0.6957
C -8.459 3.591 2.057 -0.1604
C -8.496 2.441 1.300 -0.5788
H -10.132 1.394 0.445 0.1937
H -11.675 3.132 1.397 0.3833
H -10.125 4.920 2.743 0.3810
H -7.567 4.054 2.459 0.4284
H -7.705 1.788 0.957 0.5207
C -7.516 -5.619 1.323 -0.4748
C -7.001 -4.486 1.954 -0.5295
C -6.453 -3.451 1.194 -0.4581
C -6.429 -3.560 -0.203 -0.0634
C -6.938 -4.700 -0.839 -0.2871
C -7.482 -5.730 -0.068 -0.2047
N -5.877 -2.464 -1.008 1.1627
O -5.418 -1.480 -0.408 -0.6520
O -5.904 -2.583 -2.242 -0.5376
H -7.948 -6.421 1.919 0.4438
H -7.030 -4.408 3.038 0.4126
H -6.055 -2.574 1.701 0.4947
H -6.922 -4.800 -1.922 0.4574
H -7.883 -6.618 -0.553 0.3152
C -10.550 -9.490 -1.285 -0.7401
C -9.191 -8.857 -1.536 0.4490
N -8.063 -8.332 -1.744 -0.5895
H -11.263 -9.153 -2.042 0.2748
H -10.468 -10.579 -1.332 0.2838
H -10.918 -9.203 -0.296 0.2704
C -2.963 -4.609 -1.282 -0.7971
N -2.585 -6.017 -1.049 0.1535
C -1.322 -6.415 -1.321 -0.4081
C -0.922 -7.731 -1.073 -0.6212
C -1.824 -8.653 -0.533 0.6164
C -3.128 -8.207 -0.288 -0.8021
C -3.490 -6.887 -0.554 -0.0607
C -1.428 -10.034 -0.203 0.5897
C -1.558 -10.521 1.104 -0.7716
C -1.231 -11.842 1.406 -0.0699
N -0.786 -12.675 0.441 0.0047
C -0.623 -12.235 -0.828 -0.3395
C -0.936 -10.917 -1.169 -0.6413
C -0.490 -14.085 0.759 -0.9064
H -2.766 -4.374 -2.331 0.4311
H -2.352 -3.990 -0.617 0.3887
H -4.022 -4.464 -1.058 -0.0828
H -0.638 -5.672 -1.724 0.4673
H 0.108 -8.013 -1.286 0.4913
H -3.882 -8.884 0.113 0.4614
H -4.496 -6.523 -0.364 0.2937
H -1.915 -9.875 1.905 0.4584
H -1.331 -12.237 2.414 0.3626
H -0.256 -12.949 -1.561 0.4507
H -0.812 -10.602 -2.204 0.4677
H 0.548 -14.284 0.480 0.3641
H -1.181 -14.705 0.181 0.3624
H -0.631 -14.265 1.828 0.2713
C 9.472 1.190 0.244 -0.4607
O 8.909 2.120 -0.663 -0.4695
H 9.020 1.336 1.228 0.1126
H 9.267 0.173 -0.101 0.3406
H 10.550 1.353 0.312 0.2524
H 9.329 1.966 -1.527 0.2651
```

Values from the calculation:
E_LUMO: -6.556 eV
Net charge: +2
Orbital gap: 1.207 eV

2.
Entry from the Open Molecules 2025 dataset: a molecular structure, C55H73GeN9O4SSeTeW at a distorted geometry (ωB97M-V/def2-TZVPD).

```
146
Properties=species:S:1:pos:R:3:mulliken_charge:R:1
W 0.405 -1.033 1.510 -0.1615
C -0.037 3.100 0.878 -0.2218
N 0.176 2.693 2.266 0.9323
C 0.645 3.716 3.209 -0.4979
C -0.014 3.315 4.526 -0.8557
N -0.754 2.084 4.190 -0.0825
C -1.011 1.162 5.293 -1.2634
C -0.600 1.761 2.886 0.0297
N -1.094 0.737 2.210 1.0911
C -2.347 0.149 2.668 -1.2412
C -2.211 -1.188 3.373 -0.7168
N -1.148 -2.034 2.809 1.2866
C -0.919 -3.216 3.364 -1.6856
N -1.251 -3.728 4.564 0.2805
C -1.718 -3.058 5.781 -1.0649
C -0.637 -5.060 4.745 -0.9065
C 0.270 -5.159 3.527 -0.5905
N -0.311 -4.200 2.567 1.5085
C -1.335 -4.820 1.699 -0.9151
H -0.361 4.143 0.854 0.6275
H -0.808 2.483 0.421 -0.9371
H 0.867 3.006 0.285 -0.1525
H 0.325 4.701 2.874 0.4213
H 1.731 3.717 3.274 0.1701
H -0.698 4.072 4.903 0.2912
H 0.723 3.102 5.297 0.5066
H -0.663 1.635 6.206 0.5753
H -0.459 0.237 5.165 0.2811
H -2.071 0.957 5.419 0.2794
H -2.958 0.017 1.783 -0.8341
H -2.894 0.837 3.313 0.8044
H -3.164 -1.714 3.249 0.5368
H -2.056 -1.032 4.421 0.3179
H -0.997 -2.307 6.111 0.3409
H -1.797 -3.813 6.559 0.4869
H -2.699 -2.621 5.652 0.3443
H -1.409 -5.828 4.793 0.3281
H -0.068 -5.074 5.672 0.5590
H 0.324 -6.150 3.093 0.5463
H 1.270 -4.821 3.781 0.2157
H -2.207 -5.169 2.265 0.3459
H -0.878 -5.664 1.187 0.3014
H -1.662 -4.108 0.944 0.1781
Ge 0.661 -2.852 -0.251 1.9218
C -0.347 -3.047 -1.933 -0.0224
C -0.756 -2.000 -2.766 1.0464
C -1.437 -2.248 -3.953 -0.7889
C -1.734 -3.555 -4.323 -0.8351
C -1.347 -4.607 -3.502 -0.9590
C -0.666 -4.352 -2.313 -0.5100
C 2.550 -2.678 -0.859 0.0192
C 3.493 -3.579 -0.365 -0.4525
C 4.793 -3.596 -0.862 -0.9564
C 5.175 -2.686 -1.840 -0.5757
C 4.255 -1.762 -2.319 -0.7702
C 2.952 -1.764 -1.834 0.4195
H 0.814 -4.348 0.103 -0.5966
H -0.541 -0.970 -2.505 -0.0811
H -1.733 -1.421 -4.592 0.5570
H -2.258 -3.753 -5.251 0.4376
H -1.570 -5.630 -3.784 0.4543
H -0.360 -5.183 -1.684 0.3186
H 3.205 -4.297 0.396 0.3442
H 5.505 -4.323 -0.489 0.4508
H 6.186 -2.702 -2.230 0.4378
H 4.547 -1.052 -3.087 0.4951
H 2.230 -1.066 -2.253 0.3250
C 8.537 2.564 2.240 -1.6460
C 7.150 2.051 1.966 0.3979
C 6.879 0.686 1.965 -1.0208
C 5.622 0.181 1.652 0.6459
C 5.386 -1.305 1.598 -1.3957
C 4.629 1.115 1.388 0.4854
Te 2.649 0.445 1.001 0.8181
C 4.844 2.489 1.341 0.7277
C 3.771 3.476 0.941 -1.1516
C 6.119 2.934 1.644 -0.9923
H 9.112 1.861 2.842 0.3871
H 8.512 3.528 2.747 0.4052
H 9.070 2.703 1.296 0.3182
H 7.671 -0.016 2.201 0.4388
H 6.330 -1.846 1.602 0.5339
H 4.847 -1.574 0.690 -0.1064
H 4.804 -1.635 2.457 0.3861
H 2.905 3.405 1.603 -0.2237
H 3.427 3.275 -0.079 0.3430
H 4.146 4.496 0.980 0.5351
H 6.322 4.000 1.611 0.4488
O 0.853 -0.400 3.315 -0.1304
S 1.874 -1.497 3.653 0.8469
O 1.396 -2.337 4.705 -0.7294
O 1.724 -2.226 2.263 -0.4874
O 3.173 -0.913 3.803 -0.7300
N -1.727 -1.471 0.425 0.7923
C -2.725 -1.813 -0.007 -0.9482
C -3.985 -2.246 -0.554 0.2210
C -3.981 -3.162 -1.605 -0.1482
C -5.193 -3.637 -2.079 -0.8973
C -6.383 -3.199 -1.512 -0.4997
C -6.378 -2.262 -0.484 -0.9812
C -5.176 -1.778 0.001 -0.0027
H -3.040 -3.482 -2.039 0.5515
H -5.208 -4.346 -2.896 0.4876
H -7.326 -3.588 -1.877 0.4348
H -7.312 -1.904 -0.068 0.4685
H -5.152 -1.042 0.797 0.4276
C -3.430 4.374 -1.691 -0.8125
C -4.265 3.466 -0.782 -0.9131
C -3.656 2.088 -0.524 0.5655
C -3.542 1.193 -1.751 -0.0951
N -2.474 1.585 -2.673 1.6111
C -1.188 1.801 -2.320 -1.0345
Se 0.270 0.283 -0.518 0.6516
N -0.544 2.069 -3.477 0.6975
C 0.881 2.425 -3.522 -0.4288
C 1.115 3.891 -3.166 -0.1144
C 0.559 4.885 -4.184 -0.3942
C 1.372 4.930 -5.478 -1.4174
C -1.415 2.034 -4.576 0.9671
C -1.219 2.230 -5.937 -0.6678
C -2.327 2.111 -6.758 -0.8189
C -3.593 1.823 -6.231 -0.8582
C -3.779 1.624 -4.873 -1.2952
C -2.658 1.724 -4.058 0.3853
H -3.797 5.400 -1.647 0.5201
H -3.472 4.057 -2.736 0.0922
H -2.379 4.376 -1.383 0.0152
H -5.267 3.342 -1.206 0.3691
H -4.397 3.958 0.185 0.4307
H -4.272 1.557 0.211 0.3882
H -2.653 2.198 -0.094 -0.9062
H -4.474 1.202 -2.314 0.5763
H -3.347 0.171 -1.437 -0.5963
H 1.256 2.189 -4.517 0.8064
H 1.389 1.793 -2.796 -0.6179
H 2.197 4.044 -3.064 0.6024
H 0.661 4.063 -2.183 -0.2728
H 0.562 5.879 -3.733 0.4993
H -0.486 4.644 -4.403 0.1372
H 2.388 5.283 -5.284 0.3830
H 0.916 5.607 -6.201 0.3890
H 1.450 3.947 -5.952 0.2494
H -0.244 2.464 -6.347 0.3479
H -2.216 2.250 -7.826 0.4639
H -4.442 1.755 -6.900 0.4541
H -4.762 1.399 -4.476 0.4914
```

Values from the calculation:
Energy relative to the best compared isomer or geometry (same formula, charge and spin): 0.0000 eV
E_LUMO (alpha / beta): -6.122 / -7.014 eV
Multiplicity: 3
Net charge: +2
⟨S²⟩: 2.285
Orbital gap (alpha / beta): 6.112 / 5.281 eV

Look up the net charge of the first one. +2

Which value of net charge does entry 1 give? +2

Look up the net charge of the second one. +2

Look up the net charge of the first one. +2